Record 1
DFT (ωB97M-V/def2-TZVPD) results for a molecular structure, C32H74F6NO32S2 in a non-equilibrium geometry.

Last column: Löwdin charge in e.
Cartesian coordinates (Å):
C  -5.186  -7.095  -5.185  -0.232
C  -2.674  -4.681  7.581  -0.233
H  -2.436  6.390  -1.686  0.094
C  -3.900  7.734  6.984  -0.270
H  -0.966  -11.335  3.046  0.076
H  -4.002  2.128  -5.230  0.129
C  8.530  -5.803  -7.877  -0.727
O  5.326  -4.498  -4.944  -0.311
C  -3.606  -4.457  8.719  -0.299
H  -7.492  6.892  -2.057  0.071
O  -0.606  -10.700  2.424  -0.078
H  -3.040  -9.845  1.805  0.077
O  2.187  3.646  7.534  -0.086
C  6.640  5.929  -6.513  -0.259
C  -5.038  -8.517  -5.761  -0.242
H  -1.954  -3.456  6.234  0.085
H  -9.741  4.984  2.590  0.115
O  5.543  -2.983  2.865  -0.074
O  -6.065  -9.487  -5.532  -0.063
O  -3.244  6.579  4.919  -0.050
O  -6.786  6.257  -2.193  -0.068
H  -4.400  5.452  -1.494  0.126
C  3.324  -3.250  1.997  -0.203
C  9.195  -0.661  -3.661  -0.291
C  -5.047  0.284  -5.397  -0.256
H  -4.810  -8.468  -6.826  0.113
H  5.109  -3.749  0.941  0.122
C  -0.632  -9.406  3.044  -0.226
H  4.303  3.520  1.837  0.100
H  10.069  -0.472  -5.272  0.082
H  -4.141  -9.012  -5.390  0.118
H  -0.643  2.925  0.882  0.073
C  -1.887  -0.353  0.186  -0.391
H  3.484  -4.031  3.745  0.052
H  -9.905  6.079  5.509  0.109
S  5.560  -5.695  -5.710  0.678
C  4.755  -3.782  1.972  -0.252
C  -1.681  -8.578  2.237  -0.232
H  -3.621  -5.320  9.385  0.111
O  4.477  5.083  -6.034  -0.036
C  -1.204  -0.487  -1.063  -0.075
N  5.901  -5.187  -7.402  -0.289
H  -3.933  8.733  6.550  0.110
O  4.063  5.797  2.887  -0.051
O  -6.256  -0.232  -5.922  -0.072
H  6.711  0.785  -2.326  0.087
C  -4.393  6.529  -1.662  -0.243
H  8.807  0.438  -1.866  0.106
H  -4.923  2.678  -7.473  0.070
O  2.777  -3.556  3.302  -0.081
C  -0.395  0.450  -1.606  -0.396
H  5.718  5.648  -4.513  0.117
H  -5.726  7.971  6.511  0.084
H  -7.738  4.863  4.528  0.073
C  -0.791  2.004  0.338  -0.076
H  -5.773  2.282  -5.568  0.119
O  9.142  -0.447  -5.022  -0.026
O  -6.066  -6.288  -5.945  -0.069
H  -5.751  -7.130  -4.253  0.116
H  8.068  4.535  -6.830  0.085
H  6.986  4.244  2.291  0.115
H  7.427  6.556  -6.095  0.104
H  -10.684  6.846  4.159  0.099
H  -1.916  7.213  6.300  0.108
O  0.061  2.378  9.068  -0.079
O  -2.949  -9.165  2.477  -0.073
H  3.787  5.087  -5.367  0.102
O  6.484  -7.666  -7.647  -0.358
O  0.250  0.078  -2.688  -0.144
C  8.543  0.492  -2.922  -0.255
H  -8.776  6.257  3.133  0.106
H  -4.155  -0.291  -5.645  0.131
C  5.434  5.931  -5.527  -0.280
C  -4.864  1.709  -5.749  -0.250
H  1.748  1.358  8.858  0.102
C  -0.146  1.738  -0.812  -0.402
O  -4.483  1.909  -7.104  -0.078
C  -10.396  5.873  4.558  -0.241
F  9.321  -6.599  -8.607  0.106
H  -4.448  6.872  -0.629  0.112
H  -5.458  -4.326  9.156  0.082
O  0.677  2.694  -1.207  -0.176
O  -5.217  7.333  7.016  -0.057
H  -5.326  7.002  -3.588  0.112
H  10.215  -0.773  -3.292  0.107
H  -5.142  0.180  -4.316  0.126
F  3.670  -7.381  -4.785  0.115
H  -4.264  -6.589  -4.900  0.123
H  -3.103  5.641  4.774  0.099
O  -3.108  6.893  -2.153  -0.073
H  -2.874  -5.648  7.117  0.114
H  -6.805  -9.130  -6.029  0.073
H  5.014  6.933  -5.438  0.107
O  6.558  -6.216  -9.610  -0.346
H  4.759  -4.829  2.273  0.109
H  6.343  6.404  -7.448  0.107
C  5.367  5.729  2.394  -0.276
H  -3.333  -3.645  9.394  0.114
H  -6.190  -1.189  -5.941  0.078
F  3.844  -7.321  -6.913  0.147
O  -2.640  -1.220  0.619  -0.058
H  -1.451  -8.554  1.172  0.120
H  2.519  4.148  6.787  0.078
O  -4.918  -4.142  8.384  -0.047
H  5.462  6.068  1.362  0.114
C  -9.334  5.401  3.512  -0.191
H  -1.641  -4.717  7.926  0.118
F  8.926  -5.912  -6.660  0.172
H  -3.552  7.981  7.987  0.105
O  -2.462  1.346  1.941  -0.080
H  -1.626  -7.522  2.503  0.119
H  2.323  1.942  6.475  0.114
O  7.123  4.632  -6.690  -0.048
C  -5.580  6.962  -2.528  -0.235
C  0.923  1.617  8.194  -0.213
C  1.547  2.451  7.046  -0.223
O  7.134  0.373  -3.082  -0.045
O  -8.469  4.382  4.133  -0.073
C  -2.908  6.765  6.248  -0.252
C  3.846  -6.579  -5.857  -0.636
F  2.824  -5.665  -5.999  0.100
H  8.848  1.487  -3.244  0.110
H  8.787  -1.615  -3.326  0.125
H  -12.204  5.600  5.161  0.070
H  0.496  0.667  7.871  0.119
H  -2.855  5.771  6.693  0.123
H  -1.322  -1.451  -1.536  0.088
H  -0.728  -9.445  4.129  0.113
O  -2.834  -3.707  6.523  -0.045
H  2.687  -3.652  1.210  0.125
H  5.926  6.526  2.885  0.105
H  3.856  6.729  2.786  0.086
C  -1.730  1.070  0.972  -0.354
H  0.812  2.606  6.256  0.118
O  5.248  3.354  1.830  -0.034
O  6.408  -6.626  -5.016  -0.320
H  5.862  4.073  3.630  0.108
H  3.452  -2.170  1.918  0.122
H  -5.800  8.019  -2.377  0.103
S  6.706  -6.293  -8.147  0.543
C  5.933  4.303  2.567  -0.269
H  -6.104  -6.772  -6.773  0.063
H  6.365  -2.769  2.417  0.078
F  8.684  -4.549  -8.284  0.126
O  -11.534  5.024  4.787  -0.067
H  0.284  -8.831  2.908  0.105
H  0.622  2.676  9.788  0.070

Forces on atoms 1 to 2 (eV/Å):
-1.316 -0.742 1.568
-0.095 0.163 -1.714

Its energy relative to the best compared isomer or geometry (same formula, charge and spin) is 59.5 kcal per mole. Its total charge is -3. Its HOMO energy is 1.31 eV. The calculation puts the HOMO-LUMO gap at 2.4 eV. The energy comes out at -139354.746 eV. The multiplicity is 1.

=====

Record 2
DFT (ωB97M-V/def2-TZVPD) results for a single C3H8OS molecule in a non-equilibrium geometry.

Last column: Löwdin charge in e.
Cartesian coordinates (Å):
H  -1.834  -0.120  0.930  0.071
C  1.891  0.938  -0.064  -0.464
H  -0.135  -0.991  1.104  0.044
H  1.824  1.032  1.086  0.055
S  1.801  -0.765  -0.344  0.821
H  -2.229  1.159  -0.424  0.149
H  -0.086  -2.102  -0.151  0.098
C  -1.827  0.028  -0.145  -0.193
H  2.775  1.396  -0.383  0.004
O  -0.582  0.000  -0.611  -0.323
H  -2.429  -0.822  -0.715  0.128
H  0.740  1.292  -0.403  0.112
C  0.092  -1.045  0.120  -0.501

Forces on atoms 1 to 2 (eV/Å):
-0.611 0.079 0.278
-5.071 1.132 3.105

Its energy relative to the best compared isomer or geometry (same formula, charge and spin) is 56.6 kcal per mole. Its HOMO energy is -8.37 eV. The calculation puts the HOMO-LUMO gap at 9.3 eV. The energy comes out at -16120.785 eV. The multiplicity is 1.

=====

Record 3
DFT (ωB97M-V/def2-TZVPD) results for a molecular structure, C4H10N2O2 in a non-equilibrium geometry.

Last column: Löwdin charge in e.
Cartesian coordinates (Å):
H  -1.363  -1.990  -1.044  0.130
O  1.104  -1.784  0.582  -0.018
N  2.233  -0.179  -0.561  0.147
H  -0.675  2.265  0.765  0.092
C  -1.158  -0.414  0.540  -0.201
H  -2.780  -1.298  -0.295  0.095
C  -0.014  0.359  0.088  -0.765
H  2.145  0.267  -1.656  0.227
O  -0.030  0.975  -1.165  -0.057
H  0.115  1.241  2.188  0.176
C  1.155  -0.584  0.115  -0.452
H  -1.911  0.135  1.163  0.114
H  -0.355  -1.026  1.450  0.209
H  0.992  1.886  0.045  0.179
H  -0.691  0.475  -1.719  0.117
N  -1.839  -0.993  -0.777  -0.018
C  0.126  1.497  0.934  -0.047
H  2.945  -0.833  -0.653  0.070

Forces on atoms 1 to 2 (eV/Å):
-1.325 2.984 1.044
0.623 3.916 -0.672

Its energy relative to the best compared isomer or geometry (same formula, charge and spin) is 146.1 kcal per mole. Its HOMO energy is -9.17 eV. The calculation puts the HOMO-LUMO gap at 9.8 eV. The energy comes out at -11380.569 eV. The multiplicity is 1.